[1]
A molecular structure, C45H65CsGe3O3SeSi, computed with ωB97M-V/def2-TZVPD.

Last column: Löwdin charge in e.
Element x y z (Å)
1 Cs 0.172 0.438 0.072  0.8243
2 C -1.011 3.569 2.537  -0.0325
3 C 0.348 2.956 2.880  -0.7261
4 C 1.167 3.958 3.700  -0.0732
5 C 0.136 1.677 3.698  -0.0335
6 O 0.979 2.676 1.647  -0.4917
7 Ge 2.807 2.380 1.315  0.8898
8 O 2.615 0.533 1.654  -0.4632
9 C 3.612 -0.460 1.598  -0.7287
10 C 3.165 -1.576 2.543  -0.0346
11 C 3.731 -1.010 0.172  -0.0433
12 C 4.973 0.078 2.049  -0.0778
13 O 2.482 2.089 -0.530  -0.4758
14 C 2.433 3.052 -1.558  -0.7321
15 C 1.105 3.820 -1.552  -0.0426
16 C 2.559 2.285 -2.877  -0.0407
17 C 3.597 4.043 -1.437  -0.0734
18 H -1.593 3.774 3.440  0.0806
19 H -1.583 2.885 1.905  0.0794
20 H -0.872 4.499 1.982  0.0814
21 H 0.620 4.258 4.598  0.0764
22 H 1.376 4.846 3.099  0.0778
23 H 2.121 3.523 4.005  0.0595
24 H -0.326 1.925 4.659  0.0861
25 H 1.087 1.173 3.880  0.0841
26 H -0.524 0.972 3.187  0.0582
27 H 2.166 -1.918 2.263  0.0784
28 H 3.111 -1.201 3.566  0.0821
29 H 3.854 -2.427 2.511  0.0811
30 H 2.816 -1.537 -0.118  0.0549
31 H 4.558 -1.723 0.098  0.0817
32 H 3.894 -0.192 -0.532  0.0769
33 H 4.881 0.544 3.031  0.0774
34 H 5.347 0.831 1.351  0.0609
35 H 5.705 -0.733 2.109  0.0754
36 H 0.256 3.163 -1.767  0.0534
37 H 1.135 4.593 -2.326  0.0828
38 H 0.936 4.286 -0.580  0.0795
39 H 1.738 1.569 -2.970  0.0737
40 H 3.501 1.732 -2.896  0.0800
41 H 2.522 2.959 -3.737  0.0802
42 H 3.498 4.648 -0.533  0.0587
43 H 3.629 4.712 -2.301  0.0751
44 H 4.541 3.497 -1.375  0.0783
45 C -1.341 -1.879 1.793  -0.0677
46 C -1.477 -1.677 3.019  -0.2482
47 C -1.597 -1.395 4.374  -0.1917
48 C -2.798 -0.700 4.843  -0.1811
49 C -3.302 -0.840 6.146  -0.0562
50 C -4.459 -0.189 6.543  -0.1140
51 C -5.153 0.623 5.656  -0.1238
52 C -4.679 0.759 4.355  -0.0906
53 C -3.528 0.106 3.953  -0.0229
54 C -0.496 -1.746 5.270  -0.1794
55 C 0.384 -2.783 4.916  -0.0336
56 C 1.465 -3.112 5.712  -0.1051
57 C 1.720 -2.412 6.887  -0.1234
58 C 0.875 -1.369 7.242  -0.1078
59 C -0.214 -1.041 6.451  -0.0541
60 H -2.793 -1.492 6.844  0.1035
61 H -4.827 -0.326 7.554  0.0884
62 H -6.055 1.135 5.969  0.0848
63 H -5.210 1.382 3.645  0.0989
64 H -3.168 0.201 2.936  0.1092
65 H 0.201 -3.308 3.987  0.1066
66 H 2.128 -3.913 5.404  0.0949
67 H 2.575 -2.663 7.503  0.0844
68 H 1.076 -0.789 8.136  0.0905
69 H -0.832 -0.196 6.726  0.1037
70 C 1.823 -2.366 -2.859  -0.2559
71 Ge 0.165 -3.293 -2.320  0.6516
72 C 0.390 -3.966 -0.498  -0.2637
73 C -0.017 -4.843 -3.537  -0.2595
74 Ge -1.761 -1.781 -2.462  0.8260
75 C -3.391 -2.707 -1.858  -0.3580
76 C -4.194 -3.405 -2.763  -0.1314
77 C -5.338 -4.070 -2.341  -0.1163
78 C -5.696 -4.045 -1.000  -0.1208
79 C -4.904 -3.361 -0.089  -0.0903
80 C -3.760 -2.697 -0.513  -0.1121
81 C -2.067 -1.430 -4.378  -0.3822
82 C -3.276 -0.886 -4.819  -0.1565
83 C -3.493 -0.614 -6.162  -0.1109
84 C -2.497 -0.864 -7.099  -0.1137
85 C -1.284 -1.389 -6.678  -0.1090
86 C -1.079 -1.670 -5.333  -0.1372
87 H 2.691 -2.956 -2.555  0.0151
88 H 1.907 -1.382 -2.395  -0.0074
89 H 1.863 -2.232 -3.942  0.0020
90 H 1.324 -4.527 -0.412  0.0124
91 H -0.444 -4.620 -0.241  0.0170
92 H 0.375 -3.153 0.229  -0.0376
93 H 0.885 -5.459 -3.509  0.0059
94 H -0.182 -4.506 -4.561  -0.0038
95 H -0.868 -5.455 -3.235  0.0080
96 H -3.928 -3.422 -3.816  0.0885
97 H -5.949 -4.605 -3.060  0.0870
98 H -6.590 -4.562 -0.666  0.0860
99 H -5.170 -3.343 0.962  0.0984
100 H -3.133 -2.192 0.213  0.0364
101 H -4.048 -0.653 -4.094  0.0915
102 H -4.438 -0.187 -6.478  0.0945
103 H -2.662 -0.637 -8.146  0.0882
104 H -0.493 -1.575 -7.396  0.0911
105 H -0.120 -2.078 -5.024  0.0605
106 C -2.639 4.562 -3.067  -0.2389
107 Si -2.748 2.739 -3.569  -0.0235
108 C -4.315 2.596 -4.624  -0.2356
109 C -1.299 2.416 -4.737  -0.2119
110 Se -2.779 1.392 -1.816  0.1100
111 H -2.799 5.222 -3.927  0.0149
112 H -1.660 4.785 -2.639  0.0038
113 H -3.391 4.791 -2.309  0.0153
114 H -4.289 3.283 -5.477  0.0178
115 H -5.200 2.816 -4.023  0.0180
116 H -4.413 1.576 -5.004  -0.0183
117 H -1.345 3.059 -5.624  0.0218
118 H -1.308 1.376 -5.066  0.0057
119 H -0.349 2.598 -4.229  0.0026

## Properties
E_HOMO (spin up / spin down)   -0.0605 / -0.0560 Ha
Orbital gap (spin up / spin down)   5.281 / 5.162 eV
Charge   -2
E_LUMO (spin up / spin down)   3.635 / 3.638 eV
Calculated total energy   -10921.35904 Eh
ΔE to the lowest compared entry with this formula, charge and spin   2.134 eV

---

[2]
A molecular structure, C45H66N2O3Si3TeTi, computed with ωB97M-V/def2-TZVPD.

Last column: Mulliken spin population.
Element x y z (Å)
1 Ti -0.499 0.003 -0.128  0.7994
2 C -1.709 2.653 0.057  -0.0712
3 C -2.137 1.669 -0.898  0.0763
4 C -3.333 1.088 -0.352  0.0866
5 C -3.578 1.644 0.897  -0.0136
6 C -2.548 2.603 1.161  0.0151
7 C -2.393 3.416 2.417  -0.0039
8 C -4.764 1.336 1.770  0.0037
9 C -4.249 0.139 -1.063  -0.0013
10 C -1.991 1.906 -2.389  -0.0095
11 C -0.648 3.670 -0.200  -0.0380
12 H -3.045 4.300 2.442  -0.0001
13 H -1.363 3.775 2.521  -0.0001
14 H -2.619 2.831 3.320  0.0004
15 H -4.890 0.265 1.963  0.0020
16 H -5.703 1.677 1.309  0.0017
17 H -4.691 1.842 2.740  -0.0002
18 H -5.217 0.612 -1.286  -0.0043
19 H -4.466 -0.755 -0.472  -0.0037
20 H -3.823 -0.196 -2.014  0.0010
21 H -2.373 2.904 -2.659  0.0003
22 H -2.577 1.179 -2.959  -0.0012
23 H -0.964 1.843 -2.743  0.0075
24 H -1.083 4.640 -0.482  -0.0045
25 H 0.004 3.355 -1.015  0.0281
26 H -0.017 3.845 0.682  -0.0024
27 C 1.267 1.598 3.841  -0.0002
28 N 1.726 0.480 3.015  -0.0015
29 C 2.696 -0.378 3.419  0.0004
30 C 3.095 -1.390 2.663  0.0037
31 C 2.464 -1.625 1.345  0.0110
32 O 2.865 -2.490 0.590  0.0069
33 N 1.414 -0.790 1.032  0.0166
34 C 1.109 0.232 1.814  -0.0067
35 O 0.192 1.037 1.424  -0.0441
36 H 1.659 1.460 4.844  -0.0002
37 H 0.184 1.613 3.879  -0.0010
38 H 1.613 2.547 3.439  0.0006
39 H 3.109 -0.176 4.400  -0.0006
40 H 3.879 -2.059 2.990  -0.0001
41 C -6.158 -3.352 1.760  0.0006
42 C -5.685 -2.690 2.883  -0.0010
43 C -4.400 -2.138 2.887  0.0026
44 C -3.552 -2.228 1.777  -0.0099
45 C -4.059 -2.909 0.659  0.0071
46 C -5.335 -3.463 0.643  0.0014
47 Si -1.721 -1.594 1.663  0.1677
48 C -1.004 -3.398 1.696  -0.0197
49 C -0.076 -3.837 0.747  0.0065
50 C 0.418 -5.145 0.739  0.0011
51 C -0.017 -6.054 1.691  -0.0002
52 C -0.946 -5.649 2.653  0.0003
53 C -1.429 -4.346 2.646  0.0031
54 C -1.372 -1.042 3.476  -0.0197
55 C -0.388 -1.615 4.291  -0.0031
56 C -0.122 -1.129 5.575  0.0009
57 C -0.837 -0.049 6.080  -0.0010
58 C -1.803 0.556 5.284  0.0007
59 C -2.051 0.071 4.001  -0.0043
60 H -7.156 -3.777 1.752  0.0000
61 H -6.313 -2.602 3.765  -0.0001
62 H -4.057 -1.635 3.786  0.0005
63 H -3.431 -3.009 -0.225  -0.0061
64 H -5.690 -3.978 -0.244  0.0000
65 H 0.296 -3.139 0.012  0.0126
66 H 1.159 -5.434 0.000  0.0000
67 H 0.363 -7.071 1.693  0.0000
68 H -1.290 -6.351 3.407  0.0002
69 H -2.161 -4.052 3.398  -0.0004
70 H 0.193 -2.456 3.918  -0.0005
71 H 0.645 -1.603 6.181  0.0000
72 H -0.637 0.325 7.078  -0.0001
73 H -2.357 1.413 5.655  0.0000
74 H -2.782 0.583 3.376  -0.0008
75 C 0.859 -2.634 -2.621  0.0053
76 C -0.498 -1.924 -2.659  0.0044
77 C -1.622 -2.939 -2.566  0.0022
78 C -0.629 -1.121 -3.945  -0.0082
79 O -0.618 -1.048 -1.541  -0.0779
80 H 1.127 -2.994 -3.621  0.0030
81 H 0.843 -3.490 -1.939  0.0002
82 H 1.640 -1.950 -2.276  -0.0059
83 H -1.627 -3.583 -3.452  0.0002
84 H -2.585 -2.423 -2.493  -0.0015
85 H -1.490 -3.563 -1.676  0.0000
86 H -0.511 -1.787 -4.808  0.0012
87 H 0.137 -0.342 -3.994  0.0059
88 H -1.610 -0.639 -3.999  -0.0014
89 C 2.621 3.466 -4.996  0.0049
90 Si 3.027 1.701 -5.454  -0.0611
91 C 1.565 0.961 -6.349  0.0017
92 C 4.398 1.829 -6.740  0.0687
93 C 3.454 0.756 -3.977  0.6016
94 Te 1.714 1.051 -1.785  0.4339
95 C 2.832 2.784 -1.145  0.0314
96 Si 4.431 2.476 -0.274  0.0255
97 C 5.326 0.918 -0.733  -0.0104
98 C 4.158 2.433 1.572  -0.0010
99 C 5.575 3.922 -0.620  0.0003
100 H 2.259 4.051 -5.852  -0.0012
101 H 3.518 3.964 -4.595  -0.0012
102 H 1.853 3.473 -4.208  -0.0010
103 H 1.479 1.365 -7.365  -0.0002
104 H 0.628 1.159 -5.810  0.0003
105 H 1.679 -0.132 -6.418  0.0004
106 H 4.113 2.504 -7.561  0.0034
107 H 4.624 0.840 -7.165  0.0008
108 H 5.322 2.211 -6.282  0.0059
109 H 4.348 1.084 -3.440  -0.0102
110 H 3.416 -0.336 -4.033  -0.0036
111 H 2.162 3.331 -0.470  -0.0166
112 H 2.984 3.407 -2.036  0.0004
113 H 4.619 0.076 -0.761  0.0028
114 H 6.108 0.700 0.009  -0.0004
115 H 5.798 0.993 -1.720  0.0070
116 H 5.099 2.645 2.097  0.0001
117 H 3.410 3.177 1.883  -0.0003
118 H 3.807 1.439 1.888  -0.0002
119 H 5.780 4.000 -1.699  -0.0003
120 H 6.536 3.819 -0.094  -0.0001
121 H 5.105 4.864 -0.300  -0.0005

## Properties
Multiplicity   3
E_HOMO (spin up / spin down)   -0.0209 / -0.0495 Ha
Orbital gap (spin up / spin down)   4.716 / 5.455 eV
Charge   -2
E_LUMO (spin up / spin down)   4.148 / 4.107 eV
Calculated total energy   -4075.69992 Eh
ΔE to the lowest compared entry with this formula, charge and spin   0.578 eV